[1]
ORCA calculation (ωB97M-V/def2-TZVPD) on a molecular structure, C13H20BClN6O3PRhTe.

Energy above the lowest of the compared OMol25 structures with the same formula, charge and spin (kJ/mol): 78.29
Multiplicity: 5
Net charge: 0
E_HOMO (spin up / spin down) (eV): -7.859 / -9.220
Kohn-Sham gap (spin up / spin down) (Ha): 0.28620 / 0.25464

CARTESIAN COORDINATES (ANGSTROEM)
C  0.67224  -0.59383  4.67470
C  -2.20776  -0.77513  -2.78870
H  0.31634  -4.43513  1.74740
B  1.19574  -1.79273  2.42080
C  -3.13876  -0.07693  -3.76510
H  -0.03906  0.98827  6.04440
H  1.73384  -2.63963  3.04090
C  2.89034  0.36087  0.03730
H  -0.77286  4.56747  -3.04310
C  3.98014  -0.44463  0.35580
C  -0.11806  3.87417  -3.56490
C  3.48834  -1.34923  1.27600
H  -2.70906  0.86407  -4.10110
N  0.04124  -2.35473  1.59020
C  -0.33876  1.17667  3.86250
Te  -2.22496  2.13497  0.49260
N  -0.85366  -1.55433  1.00600
Rh  -0.10196  0.74097  0.81650
N  0.00114  0.38537  2.84980
H  -0.85286  2.10707  3.69730
H  3.98534  -2.14203  1.79700
H  1.11984  -1.35853  5.27630
C  -1.42856  -3.66223  0.59250
H  2.83064  1.18577  -0.64840
C  -0.28036  -3.63603  1.35640
H  -0.68536  3.37167  -4.34580
P  -0.40456  0.60227  -1.45710
H  0.69584  4.43637  -4.01550
N  0.61644  -0.69303  3.34130
H  -2.58426  -1.88483  -0.11520
N  2.19084  -1.08813  1.47820
N  1.83134  -0.04573  0.72550
H  0.99394  3.36017  -1.78490
H  4.97294  -0.37683  -0.03810
O  -0.62676  2.13027  -2.01650
H  -4.09986  0.12297  -3.29580
O  0.59344  -0.09033  -2.28750
H  -1.27006  -1.04963  -3.27800
H  1.11954  2.15377  -3.09500
H  -3.29356  -0.72553  -4.62460
C  0.44424  2.85237  -2.58890
O  -1.91196  0.03827  -1.66150
H  -1.95096  -4.52123  0.22040
C  0.07624  0.59417  5.05540
C  -1.75006  -2.31753  0.40140
Cl  0.53364  3.24767  0.77390
H  -2.67956  -1.68793  -2.41500


[2]
ORCA calculation (ωB97M-V/def2-TZVPD) on a molecular structure, C14H9LiN7O7.

Energy above the lowest of the compared OMol25 structures with the same formula, charge and spin (kJ/mol): 0.00
Net charge: -1
E_HOMO (eV): -6.244
Kohn-Sham gap (Ha): 0.28160

CARTESIAN COORDINATES (ANGSTROEM)
Li  -0.60906  -0.95445  -1.19422
C  -1.64310  0.85845  2.15059
N  -1.87377  0.67505  5.87648
O  -0.75344  -1.14507  1.25860
O  0.07056  -3.42908  -4.37336
N  1.84814  -1.25908  -4.55362
C  -2.45418  2.46139  4.30529
H  1.71985  -0.55279  -6.56823
H  1.41246  -2.07154  0.82519
H  -2.76632  3.07713  5.13262
C  -1.96248  1.18474  4.49472
N  1.53418  -1.17084  -1.10264
O  -3.10395  4.66013  1.61723
C  2.99759  -2.77448  -0.54486
O  -1.43539  -0.44412  6.03889
O  -1.33928  0.47796  -0.16274
H  -1.17393  -0.62065  3.61516
H  3.96074  -2.67026  -2.44845
O  -2.24123  1.40924  6.77420
O  -3.38250  4.92182  3.73364
N  -1.01185  -2.25141  -2.58902
C  2.69475  0.70091  -4.99350
C  2.34410  -0.69502  -3.42281
C  -2.13262  2.13640  1.92075
C  2.05246  -0.36280  -5.56300
H  -2.19768  2.50296  0.90683
C  -1.55572  0.37588  3.44834
H  3.57804  -3.54782  -0.07478
N  3.23859  -2.35065  -1.82841
C  -0.50732  -2.85401  -3.46340
N  2.87978  0.48365  -3.65376
C  -2.52577  2.90803  3.00044
C  2.33394  -1.38243  -2.12194
C  1.94014  -2.03381  -0.11260
H  1.28310  -2.11884  -4.60457
C  -1.20299  -0.02029  0.98191
H  3.03213  1.60754  -5.46816
N  -3.04797  4.26817  2.76324


[3]
ORCA calculation (ωB97M-V/def2-TZVPD) on a molecular structure, C4H14NOS.

Energy above the lowest of the compared OMol25 structures with the same formula, charge and spin (kJ/mol): 440.66
Net charge: +1
E_HOMO (eV): -12.891
Kohn-Sham gap (Ha): 0.25762

CARTESIAN COORDINATES (ANGSTROEM)
H  -2.92928  -0.76226  -2.64962
H  0.06977  -1.54099  -0.32756
C  1.87891  -0.56548  -0.93692
S  3.30646  0.36682  -0.15227
H  3.18097  -0.24598  1.03190
H  -3.52585  0.28393  -1.76740
H  -0.00478  1.75992  -0.88532
H  -1.71087  -0.87943  1.10782
H  -1.61043  0.71627  1.86761
H  1.23912  -1.35052  0.99446
H  -0.65070  -0.36522  2.59367
C  -0.01759  0.32680  0.59853
C  -1.03794  -0.17854  1.58969
H  0.91620  1.44185  1.88108
N  -0.57570  1.16089  -0.29040
H  1.53350  0.12944  -1.69690
O  -2.67745  -0.14178  -1.95995
H  2.30228  -1.45993  -1.38734
C  0.81980  -0.86703  0.10662
H  -1.39917  1.13128  -0.89710
H  0.89275  1.03996  1.17940


[4]
ORCA calculation (ωB97M-V/def2-TZVPD) on 2 unconnected molecules or ions with the total composition C9H13NO.

Energy above the lowest of the compared OMol25 structures with the same formula, charge and spin (kJ/mol): 582.86
Net charge: 0
E_HOMO (eV): -7.902
Kohn-Sham gap (Ha): 0.27442

CARTESIAN COORDINATES (ANGSTROEM)
C  -1.13273  1.80065  0.52640
H  -1.60267  -2.07256  1.03674
C  0.12905  2.47526  1.17260
C  1.81958  -1.52428  -0.36255
C  -0.76331  -2.04750  0.32059
C  -0.36708  -0.60110  0.13319
H  -1.16744  2.21265  -0.48403
C  0.98658  -0.45848  -0.45418
N  -0.58561  2.15659  -3.74889
H  0.19127  3.55591  0.90126
H  -2.00566  2.28931  1.15555
H  -1.29262  -2.60966  -0.59513
H  0.36350  1.92295  -4.07416
C  0.32714  -2.91747  0.81986
H  0.99601  1.86966  1.00614
H  2.73535  -1.47029  -0.97718
H  0.07399  -3.73128  1.48696
C  -1.15144  0.29512  0.69043
H  -1.91991  -0.13209  1.43783
C  1.56874  -2.66043  0.45296
O  -0.74000  2.01730  -2.57508
H  2.47688  -3.27915  0.79864
H  -0.06795  2.38913  2.25467
H  1.12833  0.51977  -0.92263


[5]
ORCA calculation (ωB97M-V/def2-TZVPD) on 2 unconnected molecules or ions with the total composition C16H25N2O7.

Energy above the lowest of the compared OMol25 structures with the same formula, charge and spin (kJ/mol): 564.76
Net charge: +1
E_HOMO (eV): -11.459
Kohn-Sham gap (Ha): 0.30186

CARTESIAN COORDINATES (ANGSTROEM)
C  1.00180  -3.97397  1.72462
O  0.19969  6.54556  -0.62832
C  -0.21109  0.69705  -0.65626
C  2.96470  -2.59443  2.50594
H  -0.02874  -2.19327  4.11109
N  0.61020  -1.88720  3.33077
H  2.08544  -2.90432  4.70170
O  2.56722  -0.85795  4.27294
H  0.83384  1.12071  -0.33244
H  0.43636  -0.84832  3.18691
H  -3.07799  -4.29780  1.39523
H  -0.77645  0.27895  0.27902
N  2.50579  -3.87777  1.85063
C  0.00982  -0.51297  -1.75480
H  -1.43359  -4.65463  0.54676
H  2.79342  -4.73310  2.41271
C  -1.42166  -2.44171  -1.30270
H  0.12077  -1.83933  1.14816
O  -1.30347  -1.13869  -1.97525
C  2.02617  -2.16822  3.78042
H  4.04796  -2.81918  2.95457
C  0.18251  -2.59596  2.06540
C  0.11858  4.74237  -2.29597
H  0.55750  -4.91508  2.30976
O  -0.56176  -3.41831  -1.67784
C  -0.60614  7.04124  -2.79657
H  -1.40631  5.62428  -6.25750
H  -3.56644  -3.08188  -0.63627
O  0.58977  3.96367  -1.47392
H  -0.77779  8.07811  -2.53740
C  -0.11358  6.16394  -1.92000
H  3.14710  -1.71303  1.72284
C  -2.56372  -2.67583  -0.14151
C  -2.08104  -3.77284  1.00114
H  -0.08032  3.28206  -3.91449
O  -1.37946  7.41328  -5.00030
C  -0.73343  5.19904  -4.53580
H  3.55873  -1.00305  4.41168
H  -0.85745  1.55583  -1.14322
H  0.83905  -1.23414  -1.35092
H  0.78279  -4.21300  0.57568
O  -1.07300  4.81134  -5.81897
H  -2.87096  -1.64301  0.37044
C  -0.93989  6.62733  -4.16839
C  -0.23760  4.32267  -3.66010
C  -1.40231  -3.06353  2.32557
H  -1.33740  -3.91632  3.15631
H  -2.05276  -2.20523  2.78521
H  0.37641  -0.00726  -2.75506
H  0.53872  5.73392  -0.19150


[6]
ORCA calculation (ωB97M-V/def2-TZVPD) on a molecular structure, C5H6MgO4Tl.

Multiplicity: 2
Net charge: 0
E_HOMO (spin up / spin down) (eV): -7.589 / -7.861
Kohn-Sham gap (spin up / spin down) (Ha): 0.27292 / 0.23329

CARTESIAN COORDINATES (ANGSTROEM)
C  0.95288  1.73258  0.94356
O  1.29875  2.79262  0.42082
Tl  -2.07372  0.97443  1.77888
H  1.09647  -0.98910  1.22274
H  0.20192  -2.50187  -0.65566
C  1.30679  -0.86752  0.14816
C  0.12501  -1.40190  -0.66181
C  -1.19488  -0.94239  -0.12119
H  2.22705  -1.42674  -0.07714
H  -1.52434  -1.39213  0.82772
H  -1.60417  0.49988  -1.61307
C  -1.90635  0.10526  -0.62163
O  0.16484  1.43184  1.81086
O  1.55687  0.51654  -0.06837
O  -2.88089  0.71959  -0.00641
Mg  2.00645  1.83520  -1.61709
H  0.24733  -1.08629  -1.71036


Per-record strongest force on any atom, eV Å⁻¹: 1.5; 0.2; 5.0; 3.2; 8.6; 6.0
Per-record E, eV: -61680.6078; -39633.3835; -18737.6208; -13076.0308; -34297.2623; -23608.6889